Record 1
Computed, not measured: 2 unconnected molecules or ions with the total composition C6H15NO3 at a distorted geometry, with wB97M-V/def2-TZVPD.

Values from the calculation:
relative energy (zero: lowest compared OMol25 entry of this formula, charge and spin) = 16.1 kcal/mol
HOMO-LUMO gap = 10.16 eV
SMILES = CCC(=O)NCCCO.O
LUMO = 0.5 eV

Structure (ORCA input):
```
! RIJCOSX wB97M-V def2-TZVPD def2/J DEFGRID3
* xyz 0 1
C 3.516 -3.391 0.505
C 2.994 -2.222 1.326
C 2.816 -0.949 0.520
O 3.735 -0.439 -0.113
N 1.637 -0.258 0.762
C 1.488 1.162 0.491
C 1.081 1.458 -0.950
C 0.979 2.949 -1.210
O 0.635 3.155 -2.567
H 2.809 -3.660 -0.292
H 4.480 -3.149 0.041
H 3.657 -4.270 1.149
H 2.042 -2.480 1.812
H 3.699 -1.981 2.138
H 0.974 -0.679 1.401
H 0.737 1.557 1.188
H 2.444 1.656 0.713
H 1.824 1.020 -1.634
H 0.116 0.979 -1.173
H 0.217 3.394 -0.546
H 1.942 3.435 -0.977
H 0.644 4.097 -2.757
H -0.698 -1.472 -1.063
O -0.368 -1.821 -1.925
H -0.511 -2.770 -1.866
*
```

natural (NBO) population analysis, charges in e, atoms 1 to 6:
1 C -0.602
2 C -0.484
3 C 0.681
4 O -0.622
5 N -0.625
6 C -0.216

Record 2
Computed, not measured: 3 unconnected molecules or ions with the total composition C6H15NO3 at a distorted geometry, with wB97M-V/def2-TZVPD.

Values from the calculation:
relative energy (zero: lowest compared OMol25 entry of this formula, charge and spin) = 71.2 kcal/mol
HOMO-LUMO gap = 9.65 eV
SMILES = C=CCC[C@@H](N)C=O.O.O
LUMO = 0.6 eV

Structure (ORCA input):
```
! RIJCOSX wB97M-V def2-TZVPD def2/J DEFGRID3
* xyz 0 1
O -2.166 -0.935 1.434
C -1.236 -0.158 1.374
C -1.005 0.626 0.114
C -0.341 -0.115 -1.026
C 1.198 -0.119 -0.711
C 2.213 0.313 1.475
C 1.750 -0.576 0.607
N -2.352 1.109 -0.298
H -0.623 -0.019 2.252
H -0.530 1.640 0.270
H -0.564 0.460 -1.941
H -0.731 -1.125 -1.338
H 1.698 -0.745 -1.473
H 1.737 0.798 -0.968
H 2.368 1.391 1.386
H 2.583 0.137 2.478
H 1.784 -1.605 0.957
H -2.455 1.913 -0.890
H -2.946 0.327 -0.549
H -0.970 -3.907 0.943
H -0.708 -4.217 -0.450
O -0.347 -4.434 0.418
H 1.139 2.548 -1.280
H 0.046 3.618 -1.050
O 0.460 3.077 -1.735
*
```

natural (NBO) population analysis, charges in e, atoms 1 to 6:
1 O -0.533
2 C 0.441
3 C -0.164
4 C -0.410
5 C -0.449
6 C -0.398

Record 3
Computed, not measured: 2 unconnected molecules or ions with the total composition C6H15NOSi at a distorted geometry, with wB97M-V/def2-TZVPD.

Values from the calculation:
relative energy (zero: lowest compared OMol25 entry of this formula, charge and spin) = 70.9 kcal/mol
HOMO-LUMO gap (spin up / spin down) = 7.58 / 7.75 eV
LUMO (spin up / spin down) = -1.4 / -1.3 eV

Structure (ORCA input):
```
! RIJCOSX wB97M-V def2-TZVPD def2/J DEFGRID3
* xyz 0 1
C 2.806 -0.220 0.118
C 3.929 0.848 0.043
C -1.785 1.417 0.786
C -0.981 -0.133 -1.849
C -3.081 -1.333 0.092
C -0.160 -1.157 1.013
N 1.599 0.297 0.084
O 3.089 -1.400 0.134
Si -1.474 -0.291 -0.017
H 4.470 0.716 -0.892
H 4.610 0.657 0.869
H 3.541 1.860 0.107
H -1.556 1.399 1.846
H -1.174 2.190 0.328
H -2.822 1.723 0.685
H -1.507 0.688 -2.329
H 0.084 0.048 -1.946
H -1.212 -1.038 -2.403
H -2.887 -2.380 -0.123
H -3.535 -1.275 1.077
H -3.819 -0.986 -0.630
H 0.045 -0.886 2.033
H 0.394 -2.004 0.661
H 1.425 1.261 0.313
*
```

natural (NBO) population analysis, charges in e, atoms 1 to 6:
1 C 0.627
2 C -0.697
3 C -1.092
4 C -1.092
5 C -1.088
6 C -0.457

Record 4
Computed, not measured: 2 unconnected molecules or ions with the total composition C6H15NP at a distorted geometry, with wB97M-V/def2-TZVPD.

Values from the calculation:
relative energy (zero: lowest compared OMol25 entry of this formula, charge and spin) = 63.1 kcal/mol
HOMO-LUMO gap (spin up / spin down) = 6.93 / 6.92 eV
LUMO (spin up / spin down) = -5.2 / -5.2 eV

Structure (ORCA input):
```
! RIJCOSX wB97M-V def2-TZVPD def2/J DEFGRID3
* xyz 1 1
C -1.489 -2.825 -0.180
C -0.455 -2.006 0.039
C -1.253 1.632 1.430
C 2.501 -0.250 0.526
C 1.388 1.462 -1.769
C -0.158 -0.895 -0.800
N -1.713 0.663 0.461
P 1.085 0.272 -0.427
H -1.701 -3.723 0.341
H -2.321 -2.452 -0.696
H 0.291 -2.059 0.847
H -0.970 1.147 2.351
H -0.521 2.369 1.034
H -2.045 2.286 1.870
H 3.409 0.402 0.189
H 2.867 -1.340 0.325
H 2.348 -0.227 1.564
H 1.770 2.446 -1.421
H 0.319 1.714 -1.929
H 1.790 1.160 -2.732
H -0.834 -0.535 -1.655
H -2.072 -0.028 0.985
H -2.233 0.786 -0.356
*
```

natural (NBO) population analysis, charges in e, atoms 1 to 6:
1 C -0.215
2 C -0.302
3 C -0.443
4 C -0.997
5 C -0.944
6 C -0.357

Record 5
Computed, not measured: a gas-phase ion, C6H15O3PSi (charge -2) at a distorted geometry, with wB97M-V/def2-TZVPD.

Values from the calculation:
HOMO-LUMO gap = 6.63 eV
LUMO = 6.3 eV

Structure (ORCA input):
```
! RIJCOSX wB97M-V def2-TZVPD def2/J DEFGRID3
* xyz -2 1
C 0.843 1.502 1.331
C -0.459 -0.541 2.295
C 0.293 1.205 -2.190
C -0.644 -1.905 -1.239
C -2.047 0.561 -0.548
C 0.570 0.089 1.055
O 1.657 -0.674 -1.005
O 3.450 -0.234 0.793
O 2.006 -2.364 0.771
Si -0.107 -0.093 -0.853
P 2.126 -0.894 0.474
H 1.550 2.103 0.731
H 1.250 1.461 2.468
H -0.156 2.061 1.212
H -1.204 -1.089 1.682
H 0.196 -1.161 3.005
H -1.065 0.222 2.899
H 0.601 2.078 -1.608
H 1.158 0.878 -2.999
H -0.517 1.439 -2.894
H -0.093 -2.431 -2.023
H -0.485 -2.530 -0.298
H -1.683 -1.856 -1.531
H -2.667 0.712 -1.483
H -2.644 -0.130 0.058
H -1.932 1.589 -0.102
*
```

natural (NBO) population analysis, charges in e, atoms 1 to 6:
1 C -0.623
2 C -0.640
3 C -1.119
4 C -1.121
5 C -1.134
6 C -0.773

Record 6
Computed, not measured: 2 unconnected molecules or ions with the total composition C6H15P at a distorted geometry, with wB97M-V/def2-TZVPD.

Values from the calculation:
relative energy (zero: lowest compared OMol25 entry of this formula, charge and spin) = 0.3 kcal/mol
HOMO-LUMO gap (spin up / spin down) = 7.30 / 8.51 eV
expectation value of S² = 2.01
LUMO (spin up / spin down) = 1.0 / -0.8 eV

Structure (ORCA input):
```
! RIJCOSX wB97M-V def2-TZVPD def2/J DEFGRID3
* xyz 0 3
C -1.629 -0.946 1.086
C 0.104 0.333 2.435
C -0.291 1.385 -1.149
C 0.298 -0.829 -1.914
C -0.206 -0.637 1.311
C 0.623 0.220 -0.962
P 2.282 0.824 -0.765
H -2.374 -0.208 0.856
H -2.021 -1.277 2.016
H -1.907 -1.748 0.445
H 0.195 1.310 2.088
H 0.965 -0.003 2.989
H -0.692 0.263 3.088
H -0.149 1.907 -2.074
H -1.297 1.278 -0.921
H -0.042 2.186 -0.445
H -0.640 -1.279 -1.628
H 0.968 -1.669 -2.008
H 0.129 -0.444 -2.869
H 0.375 -1.556 1.585
H 2.388 1.345 -1.988
H 2.923 -0.458 -1.176
*
```

natural (NBO) population analysis, charges in e, atoms 1 to 6:
1 C -0.703
2 C -0.670
3 C -0.706
4 C -0.693
5 C -0.059
6 C -0.128

Record 7
Computed, not measured: 2 unconnected molecules or ions with the total composition C6H16, with wB97M-V/def2-TZVPD.

Values from the calculation:
relative energy (zero: lowest compared OMol25 entry of this formula, charge and spin) = 2.2 kcal/mol
HOMO-LUMO gap (spin up / spin down) = 2.73 / 11.88 eV
expectation value of S² = 0.75
LUMO (spin up / spin down) = 4.3 / 4.2 eV

Structure (ORCA input):
```
! RIJCOSX wB97M-V def2-TZVPD def2/J DEFGRID3
* xyz -1 2
C -2.210 -0.485 -1.011
C -2.676 -0.856 0.390
C -1.374 -1.611 -1.632
H -3.043 -0.265 -1.685
H -1.568 0.395 -0.997
H -1.912 -1.372 0.983
H -1.845 -2.581 -1.424
H -3.562 -1.482 0.313
H -2.951 0.027 0.975
H -1.196 -1.504 -2.703
H -0.390 -1.664 -1.148
C 2.011 1.584 0.509
C 1.164 1.039 1.668
C 2.997 0.581 -0.075
H 1.421 2.076 -0.263
H 2.578 2.425 0.911
H 1.642 1.318 2.612
H 2.495 -0.348 -0.357
H 3.421 0.919 -1.035
H 3.782 0.365 0.641
H 0.165 1.482 1.649
H 1.051 -0.044 1.679
*
```

natural (NBO) population analysis, charges in e, atoms 1 to 6:
1 C -0.520
2 C -0.692
3 C -0.769
4 H 0.179
5 H 0.193
6 H 0.205

Record 8
Computed, not measured: 2 unconnected molecules or ions with the total composition C6H16 at a distorted geometry, with wB97M-V/def2-TZVPD.

Values from the calculation:
relative energy (zero: lowest compared OMol25 entry of this formula, charge and spin) = 17.4 kcal/mol
HOMO-LUMO gap = 11.94 eV
SMILES = CC(C)C.CC
LUMO = 1.1 eV

Structure (ORCA input):
```
! RIJCOSX wB97M-V def2-TZVPD def2/J DEFGRID3
* xyz 0 1
C -0.894 0.693 -0.712
C 0.458 1.387 -0.564
C -1.898 1.468 0.170
C -1.273 0.609 -2.195
H -0.894 -0.334 -0.351
H 0.417 2.401 -0.969
H -2.883 0.993 0.160
H -1.649 1.274 1.220
H -1.733 2.533 0.031
H -0.501 0.254 -2.890
H -2.033 -0.165 -2.325
H 1.235 0.785 -0.998
H 0.783 1.663 0.457
H -1.559 1.590 -2.546
C 1.164 -1.228 1.521
C 2.005 -2.516 1.366
H 0.184 -1.438 1.078
H 0.817 -0.990 2.517
H 1.675 -0.394 1.062
H 1.317 -3.349 1.180
H 2.686 -2.496 0.524
H 2.576 -2.740 2.266
*
```

natural (NBO) population analysis, charges in e, atoms 1 to 6:
1 C -0.220
2 C -0.614
3 C -0.615
4 C -0.608
5 H 0.193
6 H 0.202

Record-wise calculated total energy values, in hartree: -518.0946; -518.0067; -657.0225; -633.3357; -1094.2257; -578.7366; -238.1302; -238.1688